(1)
{"formula": "C26H27N5O5S", "method": "the ωB97M-V functional and the def2-TZVPD basis", "total_charge": 0, "lumo_ev": -0.52, "e_above_lowest_kcal_mol": 0.00, "smiles": "[H]/N=C1/C(=C\\c2ccc(OCCOc3ccc(NC(C)=O)cc3)c(OCC)c2)C(=O)N=C2SC(CC)=NN21", "e_homo_ev": -7.8, "total_energy_ha": -2055.12460, "symbols": ["C", "C", "O", "C", "C", "C", "C", "C", "C", "O", "C", "C", "O", "C", "C", "C", "C", "C", "C", "H", "H", "N", "C", "O", "C", "H", "H", "H", "H", "H", "H", "H", "H", "H", "H", "H", "H", "C", "C", "C", "N", "H", "N", "C", "N", "C", "O", "S", "C", "N", "C", "C", "H", "H", "H", "H", "H", "H", "H", "H", "H", "H", "H", "H"], "xyz": [[-1.30991, 0.99277, 3.14403], [0.01981, 1.15018, 3.87674], [0.86637, 2.11137, 3.27440], [1.55030, 1.78455, 2.14748], [1.52898, 0.55099, 1.52969], [2.22815, 0.32123, 0.33824], [3.05712, 1.33979, -0.15223], [3.08962, 2.57453, 0.45832], [2.30489, 2.83370, 1.57451], [2.20622, 4.05293, 2.18213], [2.15318, 5.19460, 1.35667], [0.92587, 5.19859, 0.42186], [1.23382, 4.66662, -0.84820], [0.80870, 3.43845, -1.27343], [-0.11738, 2.60645, -0.65813], [-0.47628, 1.40125, -1.24043], [0.07436, 1.00656, -2.45259], [1.01432, 1.83680, -3.06317], [1.37567, 3.02928, -2.48276], [2.09679, 3.67792, -2.95403], [1.46023, 1.54061, -4.00183], [-0.30476, -0.15171, -3.13898], [-1.18051, -1.13122, -2.79227], [-1.69626, -1.24023, -1.69610], [-1.45167, -2.08544, -3.93482], [-1.71288, -1.53455, -4.83560], [-2.26884, -2.75025, -3.66857], [-0.56238, -2.68392, -4.12587], [0.15130, -0.26462, -4.03443], [-1.19916, 0.76657, -0.75538], [-0.57832, 2.87282, 0.28008], [0.10244, 4.67427, 0.91114], [0.62566, 6.23701, 0.24441], [3.06039, 5.31458, 0.75338], [2.08102, 6.02987, 2.05638], [3.70334, 3.35717, 0.04012], [3.64144, 1.17418, -1.04429], [2.07386, -0.84038, -0.48363], [1.23086, -1.91358, -0.52212], [0.26332, -2.35145, 0.47177], [0.22974, -1.98592, 1.68268], [-0.51889, -2.41732, 2.21784], [-0.65563, -3.31208, 0.00299], [-0.53513, -3.88402, -1.22149], [0.38738, -3.65588, -2.07193], [1.30921, -2.66293, -1.82075], [2.11994, -2.37938, -2.68090], [-1.84503, -5.01494, -1.45061], [-2.41976, -4.57015, 0.16911], [-1.69318, -3.70900, 0.75533], [-3.64255, -5.18071, 0.74257], [-3.92843, -4.67237, 2.15019], [-4.05111, -3.59334, 2.14133], [-3.10550, -4.91735, 2.81555], [-4.83753, -5.12871, 2.53208], [-4.48188, -4.95287, 0.07945], [-3.52068, -6.26760, 0.74451], [2.71197, -0.81148, -1.36559], [0.94876, -0.26577, 1.92196], [-0.15539, 1.54436, 4.88203], [0.52997, 0.18442, 3.96196], [-1.15886, 0.59174, 2.14538], [-1.80525, 1.95775, 3.06365], [-1.95187, 0.31525, 3.70017]], "mulliken_charge": [-0.62, -0.55, -0.52, 0.83, -0.02, -0.41, -1.21, -0.67, 0.59, -0.54, -0.54, -0.50, -0.48, 0.88, -0.63, -0.30, 0.35, -0.58, -0.82, 0.47, 0.36, 0.10, 0.79, -0.62, -1.61, 0.52, 0.33, 0.35, 0.20, 0.42, 0.18, 0.22, 0.45, 0.30, 0.44, 0.31, 0.40, -0.94, 0.62, 0.81, -0.61, 0.19, 0.93, 0.69, -0.52, -0.13, -0.66, -0.19, 0.19, -1.52, -0.17, -1.29, 0.30, 0.31, 0.41, 0.31, 0.32, 0.36, 1.33, 0.39, 0.36, -0.06, 0.31, 0.38]}

=====

(2)
{"formula": "C26H28BCl4N10O2STi", "method": "the ωB97M-V functional and the def2-TZVPD basis", "total_charge": 1, "lumo_ev": -3.18, "e_above_lowest_kcal_mol": 119.17, "e_homo_ev": -11.3, "total_energy_ha": -4818.82417, "symbols": ["Ti", "C", "C", "C", "C", "N", "N", "B", "N", "C", "C", "C", "C", "N", "N", "C", "C", "C", "C", "N", "N", "C", "C", "C", "C", "N", "H", "H", "H", "H", "H", "H", "H", "H", "H", "H", "H", "H", "H", "H", "H", "H", "H", "H", "H", "H", "Cl", "C", "C", "Cl", "C", "Cl", "C", "O", "C", "O", "C", "Cl", "S", "C", "N", "C", "C", "C", "N", "H", "H", "H", "H", "H", "H", "H", "H"], "xyz": [[0.01296, -0.22176, 0.31414], [2.14763, -3.01730, -0.20831], [2.74152, -1.64985, -0.13272], [4.04878, -1.23066, -0.35716], [4.01716, 0.15015, -0.27344], [2.76276, 0.53521, 0.00169], [1.97767, -0.57506, 0.11166], [2.04250, 1.92194, -0.03494], [1.24215, 1.99757, 1.30854], [1.25973, 3.00266, 2.19864], [0.81022, 2.52930, 3.40810], [0.51472, 1.18040, 3.19606], [0.08305, 0.20803, 4.23948], [0.79014, 0.86381, 1.92378], [1.10068, 1.82659, -1.28599], [0.95468, 2.64799, -2.33889], [0.29345, 1.96791, -3.33754], [0.04809, 0.69169, -2.81751], [-0.57553, -0.47956, -3.50185], [0.54835, 0.62316, -1.58245], [2.91809, 3.14410, -0.15876], [2.49377, 4.42950, -0.31280], [3.59541, 5.23848, -0.33663], [4.69060, 4.35722, -0.19487], [6.14157, 4.70658, -0.13980], [4.26983, 3.11135, -0.08570], [2.93015, -3.75904, -0.34361], [1.46266, -3.07733, -1.05762], [1.59130, -3.25089, 0.69628], [4.90531, -1.84867, -0.56202], [4.78957, 0.88705, -0.38210], [1.61838, 3.98392, 1.94261], [0.71306, 3.07548, 4.32996], [0.06612, 0.70646, 5.20567], [0.79466, -0.61447, 4.28815], [-0.90864, -0.19603, 4.04637], [1.35729, 3.64570, -2.34277], [0.02617, 2.33442, -4.31353], [-0.33598, -0.45483, -4.56323], [-1.66116, -0.46191, -3.39276], [-0.21207, -1.41070, -3.07483], [1.44447, 4.67723, -0.36887], [3.62686, 6.30832, -0.45442], [6.27318, 5.77766, -0.27336], [6.70076, 4.18546, -0.91665], [6.56351, 4.41617, 0.82240], [-1.88227, -4.00421, 4.71548], [-2.09379, -2.85364, 3.46006], [-3.36458, -2.32530, 3.21804], [-4.71326, -2.80767, 4.15638], [-3.52210, -1.40799, 2.18069], [-5.05650, -0.71809, 1.81263], [-2.41561, -1.04728, 1.43861], [-1.33789, 0.97213, 0.40169], [-1.10859, -1.48480, 1.68292], [-1.34092, -1.00644, -0.80868], [-0.99843, -2.42094, 2.70214], [0.56740, -3.05171, 3.08378], [-2.45077, -0.14273, -0.12326], [-3.68145, -1.71540, -0.89786], [-3.57540, -3.00262, -0.64050], [-4.13832, -4.07142, -1.47003], [-5.32451, -3.51445, -2.24355], [-4.89725, -2.24725, -2.97185], [-4.31715, -1.32972, -1.99012], [-3.06465, -3.27172, 0.18655], [-4.45471, -4.88776, -0.82271], [-3.36964, -4.44874, -2.14877], [-6.11714, -3.26106, -1.53687], [-5.70398, -4.25283, -2.94662], [-5.74809, -1.76822, -3.45188], [-4.15192, -2.47749, -3.73748], [-4.41403, -0.33610, -2.13721]], "mulliken_charge": [-1.46, -1.09, 0.38, -1.51, 0.01, 0.79, 0.35, 0.05, 1.53, -0.24, -1.59, 0.83, -1.29, -0.31, 1.44, -0.22, -1.52, 0.85, -1.36, -0.36, 0.82, -0.53, -1.40, 0.72, -1.31, -1.37, 0.42, 0.17, 0.11, 0.50, 0.55, 0.57, 0.48, 0.46, 0.25, 0.17, 0.54, 0.50, 0.49, 0.11, 0.23, 0.92, 0.41, 0.36, 0.32, 0.29, -0.17, -0.03, 0.69, -0.17, 0.05, -0.14, -0.49, -0.27, -0.07, 0.04, 0.98, -0.16, -0.05, 0.10, 0.19, -0.62, -0.66, -0.65, -0.07, 0.10, 0.38, 0.31, 0.31, 0.37, 0.41, 0.28, 0.29]}